9
Properties=species:S:1:pos:R:3 method="wB97M-V/def2-TZVPD" charge=0 lumo_energy_ev=0.11 orbital_gap_ev=9.352 multiplicity=1 e_homo_ha=-0.340 relative_energy_kcal_mol=102.12
N 0.741 -1.162 -0.650
N -0.991 0.320 0.479
O 1.213 1.293 -0.038
P 0.168 0.400 -0.874
Cl -2.504 -0.450 -0.029
H 0.034 -1.877 -0.857
H 0.955 -1.353 0.389
H -1.237 1.746 0.732
H 1.621 1.082 0.849

---

35
Properties=species:S:1:pos:R:3 method="wB97M-V/def2-TZVPD" charge=0 lumo_energy_ev=-3.39 orbital_gap_ev=2.505 multiplicity=1 e_homo_ha=-0.217 relative_energy_kcal_mol=0.00
N 4.559 3.848 0.447
O 3.588 2.523 -3.048
O -1.624 -2.293 -0.441
O -2.026 0.094 0.059
N 3.696 3.543 -0.245
N 0.066 -1.104 1.207
O -1.362 0.615 6.277
C 2.772 2.244 -2.189
C 0.591 1.762 -0.291
C 1.361 2.873 -0.158
C 1.379 -1.087 -3.433
C -1.631 -0.907 2.935
C 0.617 -0.072 3.270
C -1.978 -0.487 4.235
C 0.303 0.318 4.569
C 2.120 0.097 -3.359
C 0.465 -1.407 -2.447
C -0.325 -0.712 2.468
C -1.013 0.126 5.044
C 1.903 1.034 -2.305
C 0.883 0.756 -1.342
C 0.208 -0.501 -1.402
C 2.512 3.260 -1.058
S -1.018 -0.994 -0.159
H -2.310 0.675 6.340
H -0.203 1.605 0.411
H 1.131 3.522 0.695
H 1.563 -1.760 -4.274
H -2.361 -1.430 2.288
H 1.565 0.140 2.868
H -2.964 -0.682 4.612
H 1.038 0.853 5.162
H 2.858 0.217 -4.160
H -0.072 -2.344 -2.488
H 2.229 4.197 -1.566

---

43
Properties=species:S:1:pos:R:3 method="wB97M-V/def2-TZVPD" charge=0 lumo_energy_ev=-1.09 orbital_gap_ev=7.275 multiplicity=1 e_homo_ha=-0.307 smiles="Cc1cc(N2C(=O)c3ccc(C(=O)Nc4ccc(O)cc4C(=O)O)cc3C2=O)no1" relative_energy_kcal_mol=0.00
C 3.166 4.827 6.344
C 2.352 4.109 5.311
C 2.854 3.113 4.494
C 1.728 2.682 3.717
N 1.704 1.683 2.749
C 2.761 0.813 2.461
O 3.924 0.832 2.904
C 2.302 -0.152 1.474
C 2.944 -1.245 0.886
C 2.208 -1.911 -0.091
C 0.883 -1.567 -0.472
C 0.275 -2.181 -1.676
O 0.858 -3.117 -2.221
N -0.932 -1.664 -2.196
C -1.796 -2.098 -3.199
C -1.473 -3.168 -4.074
C -2.336 -3.524 -5.096
C -3.570 -2.887 -5.229
O -4.400 -3.250 -6.252
C -3.883 -1.808 -4.381
C -3.026 -1.378 -3.365
C -3.406 -0.146 -2.609
O -2.672 0.294 -1.730
O -4.569 0.473 -2.944
C 0.227 -0.594 0.277
C 0.967 0.107 1.213
C 0.618 1.254 2.027
O -0.574 1.571 2.150
N 0.679 3.426 4.004
O 1.036 4.264 5.131
H 4.214 4.520 6.320
H 3.074 5.917 6.182
H 2.750 4.568 7.311
H 3.847 2.724 4.486
H 3.943 -1.546 1.089
H 2.731 -2.695 -0.630
H -1.215 -0.825 -1.704
H -0.524 -3.701 -4.041
H -2.083 -4.302 -5.811
H -5.345 -3.128 -6.032
H -4.802 -1.258 -4.582
H -4.634 1.237 -2.340
H -0.806 -0.271 0.147

---

48
Properties=species:S:1:pos:R:3 method="wB97M-V/def2-TZVPD" charge=-2 lumo_energy_ev=5.12 orbital_gap_ev=6.952 multiplicity=1 e_homo_ha=-0.067 relative_energy_kcal_mol=110.24
Ag 0.864 1.341 -0.776
P -0.775 -0.801 0.050
O -0.392 -0.277 -1.332
O 0.814 -0.719 -0.282
O 0.111 -0.137 1.007
O -1.069 0.683 0.036
O 0.641 -1.897 -2.833
H 1.015 -2.356 -2.101
H 0.290 -1.162 -2.254
O 1.804 -2.832 -0.273
H 1.417 -1.850 -0.235
H 2.198 -2.798 0.611
O -0.052 1.512 -2.988
H -0.260 0.746 -2.309
H 0.537 1.142 -3.578
O -0.806 0.073 3.348
H -0.538 0.985 3.484
H -0.406 0.002 2.441
O 2.739 0.096 0.772
H 1.900 -0.254 0.279
H 2.131 0.736 1.178
O -3.474 -1.968 0.021
H -3.755 -2.144 -0.887
H -4.053 -1.221 0.254
O 1.260 -1.987 2.290
H 0.543 -2.597 2.228
H 1.046 -1.302 1.534
O -2.966 1.101 -1.231
H -2.144 0.900 -0.695
H -2.809 0.489 -1.931
O 2.460 -0.172 -2.018
H 1.650 -0.514 -1.587
H 3.101 -0.085 -1.319
O -2.127 -0.516 -3.153
H -1.569 -0.663 -3.932
H -1.392 -0.378 -2.474
O 2.894 0.473 3.605
H 2.413 0.065 2.869
H 3.820 0.141 3.547
O -0.607 3.121 -0.128
H -0.683 3.336 -1.059
H -0.873 2.169 -0.020
O 0.877 1.933 1.708
H 0.312 2.554 1.236
H 0.536 1.004 1.341
O -2.559 1.531 1.935
H -1.953 1.101 2.524
H -2.092 1.377 1.088

---

20
Properties=species:S:1:pos:R:3 method="wB97M-V/def2-TZVPD" charge=0 lumo_energy_ev=0.31 orbital_gap_ev=11.484 multiplicity=1 e_homo_ha=-0.411 smiles=C.O.O.O.O.O relative_energy_kcal_mol=40.33
C -1.312 -2.472 0.179
H -1.251 -2.629 1.246
H -0.365 -1.947 0.224
H -2.036 -1.686 0.156
H -1.561 -3.334 -0.460
O -0.159 1.339 -0.655
H -0.048 1.045 0.293
H 0.079 2.307 -0.376
O 2.373 0.498 2.109
H 2.843 1.152 1.561
H 2.082 -0.155 1.468
O -2.466 0.586 -2.787
H -2.920 0.944 -2.004
H -2.064 -0.090 -2.396
O 2.089 -0.254 -0.846
H 2.129 -0.627 -1.723
H 1.576 0.564 -1.019
O -0.542 0.262 1.860
H -1.225 -0.014 2.495
H 0.274 -0.146 2.012

---

11
Properties=species:S:1:pos:R:3 method="wB97M-V/def2-TZVPD" charge=0 lumo_energy_ev=-0.37 orbital_gap_ev=10.343 multiplicity=1 e_homo_ha=-0.394 relative_energy_kcal_mol=90.67
C -0.982 -0.581 0.048
C -0.119 -1.195 0.898
N 0.084 1.408 -1.441
O 0.102 1.876 0.836
O 1.976 0.463 0.124
S 0.681 1.017 -0.135
H -1.043 -0.715 -1.087
H -1.803 -0.141 0.494
H -0.144 -1.169 1.918
H 0.715 -1.905 0.548
H 0.534 0.942 -2.204

---

134
Properties=species:S:1:pos:R:3 method="wB97M-V/def2-TZVPD" charge=-1 lumo_energy_ev="2.27 / 2.27" orbital_gap_ev="6.565 / 6.621" multiplicity=2 e_homo_ha="-0.158 / -0.160" relative_energy_kcal_mol=0.00
Ti -0.311 -1.235 -0.062
O -0.698 -5.287 -1.398
C -0.318 -4.298 -0.772
O -0.536 -3.086 -1.114
C 0.359 -4.492 0.582
C -0.595 -3.929 1.650
C -0.250 -4.455 3.038
C 1.077 -3.717 3.327
C 1.215 -2.838 2.083
O -0.171 -2.548 1.744
C 1.667 -3.685 0.887
C 2.260 -2.799 -0.219
O 3.363 -3.099 -0.669
O 1.602 -1.752 -0.558
H 0.515 -5.562 0.716
H -1.649 -3.961 1.386
H -0.154 -5.541 3.046
H -1.023 -4.169 3.752
H 1.928 -4.393 3.419
H 1.017 -3.121 4.237
H 1.742 -1.897 2.222
H 2.470 -4.365 1.172
C -4.654 -0.758 -1.048
P -3.667 -2.107 -0.424
C -3.460 -3.242 -1.791
C -4.707 -2.945 0.780
O -2.385 -1.698 0.244
H -5.611 -1.146 -1.403
H -4.122 -0.259 -1.858
H -4.803 -0.026 -0.249
H -4.442 -3.467 -2.212
H -2.953 -4.158 -1.484
H -2.834 -2.771 -2.549
H -5.670 -3.216 0.347
H -4.861 -2.268 1.621
H -4.204 -3.846 1.132
C -4.383 4.617 0.817
O -3.441 3.791 0.148
C -3.439 2.449 0.391
S -4.501 1.814 1.553
S -2.288 1.613 -0.495
H -4.229 5.612 0.399
H -4.206 4.624 1.894
H -5.403 4.278 0.641
C 1.726 2.243 -1.819
Si 1.800 0.935 -3.146
C 3.322 -0.129 -2.938
C 1.968 1.819 -4.794
Sb -0.314 -0.488 -2.818
Si 0.395 -2.430 -4.344
C -0.990 -3.681 -4.443
C 1.945 -3.283 -3.742
C 0.733 -1.877 -6.110
Si -1.838 0.727 -4.515
C -1.053 1.243 -6.144
C -2.663 2.267 -3.866
C -3.192 -0.501 -4.964
H 2.716 2.668 -1.626
H 1.338 1.809 -0.895
H 1.045 3.048 -2.103
H 4.162 0.513 -2.657
H 3.575 -0.626 -3.878
H 3.201 -0.898 -2.176
H 2.998 2.181 -4.860
H 1.302 2.680 -4.855
H 1.779 1.186 -5.659
H -1.089 -4.213 -3.496
H -0.753 -4.407 -5.226
H -1.952 -3.228 -4.685
H 2.240 -3.030 -2.728
H 2.785 -3.039 -4.396
H 1.779 -4.363 -3.777
H -0.169 -1.568 -6.637
H 1.153 -2.739 -6.636
H 1.460 -1.065 -6.165
H -0.567 2.213 -6.058
H -1.872 1.335 -6.864
H -0.326 0.542 -6.545
H -1.937 3.034 -3.594
H -3.251 2.081 -2.969
H -3.308 2.657 -4.660
H -2.785 -1.375 -5.475
H -3.912 -0.023 -5.633
H -3.731 -0.856 -4.083
N 0.309 0.262 0.905
P 0.975 1.057 2.047
N 2.626 1.227 1.900
C 3.316 0.360 0.924
C 4.730 0.855 0.668
C 5.473 0.982 1.993
C 4.754 1.971 2.933
C 3.377 2.373 2.402
N 0.710 0.352 3.549
C -0.552 -0.307 3.870
C -1.144 0.229 5.197
C -0.105 1.047 5.960
C 1.210 0.280 5.974
C 1.749 0.112 4.535
N 0.468 2.647 2.271
C 0.656 3.531 1.109
C 0.567 4.985 1.549
C -0.791 5.263 2.186
C -1.056 4.262 3.306
C -0.892 2.838 2.796
H 2.738 0.287 0.005
H 3.390 -0.661 1.318
H 4.712 1.814 0.141
H 5.222 0.136 0.011
H 6.511 1.282 1.838
H 5.499 -0.010 2.453
H 5.342 2.886 3.047
H 4.657 1.537 3.930
H 3.507 3.128 1.614
H 2.792 2.853 3.184
H -0.384 -1.385 3.956
H -1.245 -0.173 3.039
H -1.446 -0.621 5.816
H -2.045 0.818 5.013
H -0.449 1.261 6.974
H 0.052 2.006 5.461
H 1.043 -0.702 6.428
H 1.956 0.789 6.588
H 2.165 -0.901 4.417
H 2.567 0.806 4.364
H -0.119 3.321 0.359
H 1.618 3.324 0.644
H 0.731 5.636 0.686
H 1.363 5.188 2.275
H -1.566 5.154 1.422
H -0.841 6.289 2.562
H -2.065 4.386 3.707
H -0.347 4.433 4.125
H -1.625 2.639 2.008
H -1.080 2.129 3.595

---

50
Properties=species:S:1:pos:R:3 method="wB97M-V/def2-TZVPD" charge=+1 lumo_energy_ev="-3.29 / -3.27" orbital_gap_ev="7.134 / 7.589" multiplicity=2 e_homo_ha="-0.383 / -0.399" relative_energy_kcal_mol=0.00
Co -0.340 0.269 -1.553
O -0.429 0.885 0.303
C 0.423 0.630 1.178
C 1.670 -0.013 0.992
C 2.407 -0.366 2.138
C 3.629 -0.948 1.992
C 4.202 -1.145 0.721
C 3.517 -0.789 -0.403
C 2.201 -0.246 -0.320
O 1.558 0.022 -1.391
N 4.363 -1.371 3.186
O 5.468 -1.843 3.023
O 3.801 -1.256 4.258
H 0.181 0.937 2.204
H 2.010 -0.190 3.129
H 5.188 -1.584 0.662
H 3.940 -0.933 -1.387
N -0.057 -0.164 -3.465
H 0.805 0.267 -3.785
H -0.813 0.106 -4.085
H 0.069 -1.172 -3.522
C 1.363 -3.793 0.210
N 0.410 -3.102 1.065
C 0.458 -3.050 2.439
C -0.605 -2.321 2.845
N -1.289 -1.939 1.710
C -2.516 -1.157 1.678
C -0.655 -2.410 0.618
Se -1.211 -2.188 -1.144
H 2.201 -4.115 0.823
H 1.710 -3.117 -0.567
H 0.893 -4.656 -0.257
H 1.232 -3.538 3.004
H -0.947 -2.069 3.832
H -2.773 -0.892 2.700
H -3.316 -1.748 1.238
H -2.369 -0.260 1.077
C -4.337 3.472 -2.920
N -3.128 3.762 -2.166
C -2.707 5.015 -1.753
C -1.562 4.847 -1.063
N -1.302 3.489 -1.064
C -2.261 2.828 -1.732
S -2.438 1.151 -1.975
H -4.751 4.410 -3.279
H -5.063 2.967 -2.285
H -4.097 2.829 -3.764
H -3.256 5.906 -1.993
H -0.917 5.558 -0.581
H -0.560 3.023 -0.569

---

51
Properties=species:S:1:pos:R:3 method="wB97M-V/def2-TZVPD" charge=-1 lumo_energy_ev=2.15 orbital_gap_ev=6.354 multiplicity=1 e_homo_ha=-0.154 relative_energy_kcal_mol=2.41
Cs 1.294 0.776 0.233
O 4.932 2.079 -2.083
C 3.739 1.822 -2.241
O 3.154 0.701 -2.190
C 2.817 3.028 -2.514
C 3.380 4.274 -2.773
C 2.547 5.356 -2.991
C 1.174 5.165 -2.931
C 0.703 3.892 -2.660
N 1.497 2.840 -2.459
H 4.458 4.352 -2.783
H 2.957 6.337 -3.195
H 0.481 5.981 -3.083
H -0.365 3.706 -2.592
N 1.908 -2.656 -0.978
N 1.838 -1.734 -2.041
C 0.655 -1.362 -2.570
N 0.716 -0.237 -3.313
S -0.778 -2.202 -2.295
H 2.250 -3.536 -1.351
H 0.942 -2.840 -0.704
H 2.582 -1.036 -2.056
H 1.493 0.404 -3.135
H -0.171 0.149 -3.583
C -1.770 4.027 0.867
C -1.464 3.375 2.191
C -1.882 3.963 3.373
C -1.577 3.288 4.560
C -0.887 2.108 4.517
C -0.459 1.549 3.265
N -0.786 2.231 2.118
N 0.235 0.423 3.140
Si 0.831 -0.592 4.356
C 2.090 0.230 5.505
C -0.489 -1.370 5.467
C 1.718 -2.020 3.515
H -2.320 4.960 0.990
H -2.361 3.352 0.244
H -0.845 4.240 0.325
H -2.428 4.896 3.368
H -1.887 3.699 5.516
H -0.647 1.581 5.432
H 1.649 1.068 6.051
H 2.936 0.623 4.936
H 2.478 -0.482 6.240
H -1.039 -0.628 6.049
H -0.036 -2.078 6.168
H -1.219 -1.914 4.861
H 2.553 -1.669 2.902
H 1.037 -2.566 2.858
H 2.121 -2.727 4.247

---

22
Properties=species:S:1:pos:R:3 method="wB97M-V/def2-TZVPD" charge=0 lumo_energy_ev=0.09 orbital_gap_ev=7.360 multiplicity=1 e_homo_ha=-0.267 smiles="NC1=CC=C(Cl)C[C@@]1(O)S(N)(=O)=O" relative_energy_kcal_mol=7.71
N -1.222 -1.791 -0.507
C -0.017 -1.207 -0.337
C 1.111 -1.637 -1.000
C 2.387 -1.033 -0.813
C 2.506 0.009 0.037
Cl 3.943 0.872 -0.051
C 1.450 0.389 1.032
C 0.047 -0.015 0.548
O -0.632 0.104 1.742
S -1.068 1.234 -0.646
N -0.852 2.646 0.217
O -0.768 1.021 -2.024
O -2.412 0.789 -0.206
H -1.462 -2.326 -1.379
H -1.918 -1.318 -0.074
H 0.955 -2.489 -1.624
H 3.229 -1.326 -1.406
H 1.637 -0.357 1.867
H 1.432 1.447 1.385
H -1.498 0.411 1.435
H 0.132 3.125 0.144
H -1.621 3.294 0.075

---

Copy entry 3 word for word.
43
Properties=species:S:1:pos:R:3 method="wB97M-V/def2-TZVPD" charge=0 lumo_energy_ev=-1.09 orbital_gap_ev=7.275 multiplicity=1 e_homo_ha=-0.307 smiles="Cc1cc(N2C(=O)c3ccc(C(=O)Nc4ccc(O)cc4C(=O)O)cc3C2=O)no1" relative_energy_kcal_mol=0.00
C 3.166 4.827 6.344
C 2.352 4.109 5.311
C 2.854 3.113 4.494
C 1.728 2.682 3.717
N 1.704 1.683 2.749
C 2.761 0.813 2.461
O 3.924 0.832 2.904
C 2.302 -0.152 1.474
C 2.944 -1.245 0.886
C 2.208 -1.911 -0.091
C 0.883 -1.567 -0.472
C 0.275 -2.181 -1.676
O 0.858 -3.117 -2.221
N -0.932 -1.664 -2.196
C -1.796 -2.098 -3.199
C -1.473 -3.168 -4.074
C -2.336 -3.524 -5.096
C -3.570 -2.887 -5.229
O -4.400 -3.250 -6.252
C -3.883 -1.808 -4.381
C -3.026 -1.378 -3.365
C -3.406 -0.146 -2.609
O -2.672 0.294 -1.730
O -4.569 0.473 -2.944
C 0.227 -0.594 0.277
C 0.967 0.107 1.213
C 0.618 1.254 2.027
O -0.574 1.571 2.150
N 0.679 3.426 4.004
O 1.036 4.264 5.131
H 4.214 4.520 6.320
H 3.074 5.917 6.182
H 2.750 4.568 7.311
H 3.847 2.724 4.486
H 3.943 -1.546 1.089
H 2.731 -2.695 -0.630
H -1.215 -0.825 -1.704
H -0.524 -3.701 -4.041
H -2.083 -4.302 -5.811
H -5.345 -3.128 -6.032
H -4.802 -1.258 -4.582
H -4.634 1.237 -2.340
H -0.806 -0.271 0.147